{
  "formula": "C21H39N6NiS3",
  "method": "ωB97M-V/def2-TZVPD",
  "total_charge": 3,
  "multiplicity": 3,
  "s_squared": 2.02,
  "lumo_energy_ev": [-7.29, -9.77],
  "orbital_gap_ev": [8.88, 6.24],
  "species": ["Ni", "C", "C", "S", "C", "C", "S", "C", "C", "S", "H", "H", "H", "H", "H", "H", "H", "H", "H", "H", "H", "H", "C", "C", "N", "C", "C", "N", "C", "C", "H", "H", "H", "H", "H", "H", "H", "H", "H", "H", "H", "H", "H", "N", "C", "N", "C", "C", "C", "C", "C", "H", "H", "H", "H", "H", "H", "H", "H", "H", "H", "N", "C", "C", "C", "N", "H", "H", "H", "H"],
  "positions_angstrom": [[-0.6024, -1.1076, 0.5795], [2.3089, -2.9086, 1.1166], [1.6217, -3.1987, 2.4445], [-0.1818, -2.9231, 2.3358], [-0.4832, -1.9852, 3.8604], [0.1613, -0.6035, 3.9274], [-0.3282, 0.4637, 2.5338], [1.1967, 0.9883, 1.6102], [2.2801, -0.0743, 1.4771], [1.7599, -1.3764, 0.3014], [2.0876, -3.6855, 0.3838], [3.3906, -2.8502, 1.2274], [2.0177, -2.5812, 3.2488], [1.7760, -4.2413, 2.7174], [-0.1377, -2.5909, 4.6980], [-1.5693, -1.9115, 3.9264], [1.2475, -0.6499, 3.9695], [-0.1762, -0.0947, 4.8298], [1.5805, 1.8921, 2.0818], [-0.1447, 0.5259, 0.1085], [2.5200, -0.5202, 2.4390], [3.1933, 0.3743, 1.0887], [-0.1644, -1.2067, -3.9675], [-0.1721, -0.6070, -2.5450], [-0.9783, -1.4466, -1.6301], [-0.5890, -2.8630, -1.8460], [-1.0653, -3.3534, -3.2293], [-1.3305, -2.1389, -4.0618], [-2.5555, -1.4441, -3.5529], [-2.4005, -1.3021, -2.0249], [0.7423, -1.7749, -4.1688], [-0.2601, -0.4353, -4.7291], [-0.6048, 0.3947, -2.5495], [0.8489, -0.5343, -2.1745], [-1.0245, -3.4806, -1.0622], [0.4956, -2.9315, -1.7671], [-1.9882, -3.9274, -3.1660], [-0.3121, -3.9685, -3.7179], [-1.4708, -2.4171, -5.0339], [-3.4361, -2.0281, -3.8130], [-2.6255, -0.4795, -4.0528], [-2.9778, -2.0613, -1.5025], [-2.7689, -0.3307, -1.7013], [0.6150, 1.2952, 0.2982], [0.6219, 2.4000, -0.3877], [1.4246, 3.3812, -0.5436], [0.9862, 4.6446, -1.1779], [1.2313, 5.8126, -0.2230], [2.7047, 5.8687, 0.1803], [3.1323, 4.5409, 0.8044], [2.8584, 3.3883, -0.1597], [-0.0638, 4.5631, -1.4512], [1.5795, 4.7798, -2.0849], [0.5998, 5.6992, 0.6619], [0.9294, 6.7330, -0.7216], [2.8704, 6.6805, 0.8869], [3.3203, 6.0759, -0.6991], [2.6005, 4.3769, 1.7458], [4.2009, 4.5429, 1.0235], [3.1238, 2.4224, 0.2630], [3.4267, 3.5353, -1.0802], [-3.4665, -0.3546, 1.5245], [-4.6086, -0.9220, 1.9505], [-4.4984, -2.2731, 1.7144], [-3.2361, -2.4290, 1.1357], [-2.6077, -1.2562, 1.0178], [-3.2248, 0.6201, 1.5759], [-5.4084, -0.3468, 2.3881], [-5.2255, -3.0370, 1.9287], [-2.7669, -3.3468, 0.8197]],
  "mulliken_spin": [0.868, 0.000, 0.002, 0.021, -0.002, 0.000, 0.026, 0.029, 0.026, 0.037, 0.000, 0.001, 0.000, 0.000, 0.000, 0.000, 0.000, 0.001, -0.002, -0.031, 0.001, -0.003, 0.006, 0.011, 0.066, -0.009, -0.001, 0.001, 0.000, -0.018, 0.000, 0.000, -0.003, -0.002, 0.003, 0.001, 0.000, 0.000, 0.000, 0.000, 0.000, 0.002, 0.000, 0.143, 0.693, 0.041, 0.015, 0.007, 0.000, 0.006, 0.042, -0.009, 0.007, 0.001, -0.001, 0.000, 0.000, 0.000, 0.005, 0.000, -0.002, 0.002, -0.001, 0.001, -0.005, 0.028, -0.001, 0.000, 0.000, 0.001]
}

***

{
  "formula": "C21H40Br2N2O3P",
  "method": "ωB97M-V/def2-TZVPD",
  "total_charge": 1,
  "de_lowest_ev": 0.000,
  "multiplicity": 1,
  "lumo_energy_ev": -2.23,
  "orbital_gap_ev": 8.64,
  "species": ["C", "C", "P", "C", "N", "C", "C", "C", "O", "C", "C", "C", "C", "N", "C", "C", "C", "C", "C", "Br", "C", "C", "Br", "H", "H", "H", "H", "H", "H", "H", "H", "H", "H", "H", "H", "H", "H", "H", "H", "H", "H", "H", "H", "H", "H", "H", "H", "H", "H", "H", "H", "H", "H", "H", "H", "O", "C", "O", "C", "C", "C", "H", "H", "H", "H", "H", "H", "H", "H"],
  "positions_angstrom": [[2.4264, 2.7698, 2.0749], [1.4443, 1.8026, 1.3987], [2.0305, 0.1243, 1.8634], [3.0852, -0.3717, 0.4703], [0.4619, -0.9346, 1.7743], [-0.4743, -0.5302, 0.6481], [0.1388, -0.2737, -0.7180], [-0.9598, 0.2245, -1.6622], [-1.7646, -0.8403, -2.1321], [-0.1813, -0.5741, 3.1074], [-1.6315, -1.0368, 3.3294], [-2.6492, 0.1128, 3.3806], [-4.0809, -0.3808, 3.1981], [-4.4591, -0.5048, 1.8064], [-4.5909, 0.5365, 0.9416], [-4.9465, 0.0419, -0.2936], [-5.0234, -1.3638, -0.1604], [-4.7119, -1.6751, 1.1455], [0.7278, -2.4195, 1.8433], [2.2155, -2.7688, 3.0617], [0.9361, -3.1306, 0.4730], [-0.3724, -3.5378, -0.2069], [1.8869, -4.8232, 0.7608], [2.1866, 3.7808, 1.7652], [2.4285, 2.6703, 3.1530], [3.4250, 2.5705, 1.6921], [1.5052, 1.9611, 0.3271], [0.4213, 1.9704, 1.7221], [2.7215, -0.1066, -0.5164], [3.3338, -1.4257, 0.5287], [4.0182, 0.1644, 0.6387], [-0.9579, 0.3855, 0.9663], [-1.2459, -1.2817, 0.5363], [0.5276, -1.1654, -1.1966], [0.9132, 0.4873, -0.7534], [-0.4522, 0.6411, -2.5260], [-1.5577, 1.0082, -1.1978], [-2.5571, -0.8881, -1.5830], [-0.1437, 0.5064, 3.1982], [0.4488, -0.9660, 3.8947], [-1.9540, -1.8135, 2.6406], [-1.6531, -1.4917, 4.3160], [-2.5843, 0.5479, 4.3766], [-2.4019, 0.9125, 2.6882], [-4.1958, -1.3421, 3.6883], [-4.7664, 0.2941, 3.7020], [-4.4435, 1.5693, 1.1946], [-5.1299, 0.6265, -1.1740], [-5.2755, -2.0804, -0.9208], [-4.6752, -2.6342, 1.6241], [-0.0977, -2.9232, 2.3278], [1.5753, -2.5759, -0.1961], [-0.8631, -2.7190, -0.7158], [-1.0262, -4.0314, 0.5063], [-0.1315, -4.2678, -0.9703], [1.9818, 1.9826, -1.7389], [2.6247, 2.1040, -2.7588], [2.2072, 2.9903, -3.6542], [2.9512, 3.3381, -4.8363], [2.6945, 2.3721, -5.9719], [3.8201, 1.2327, -3.0554], [4.0109, 3.4376, -4.6017], [2.5930, 4.3300, -5.1007], [3.0234, 1.3617, -5.7278], [3.2232, 2.6963, -6.8673], [1.6286, 2.3257, -6.1925], [3.4654, 0.2839, -3.4576], [4.3492, 1.0446, -2.1241], [4.5268, 1.6700, -3.7539]],
  "mulliken_charge": [-1.503, 0.434, 0.003, -0.741, 0.424, -1.219, 1.914, -1.231, -0.618, -1.061, -0.890, -0.408, -1.311, 0.399, -0.460, -0.631, -0.683, -0.363, -0.320, 0.057, -0.047, -1.111, -0.036, 0.423, 0.422, 0.355, -0.145, 0.360, -0.017, 0.430, 0.545, 0.655, 0.324, 0.147, -1.405, 0.338, 0.418, 0.239, 0.686, 0.673, 0.386, 0.450, 0.438, 0.375, 0.407, 0.405, 0.430, 0.487, 0.474, 0.418, 0.462, 0.163, 0.263, 0.354, 0.576, -0.470, 0.634, -0.395, -0.448, -0.976, -1.079, 0.382, 0.318, 0.274, 0.368, 0.309, 0.272, 0.293, 0.382]
}

***

no.,molecular weight (g mol⁻¹),E (eV)
1,530.48,-104873.324
2,559.34,-180915.651